1.
Molecular formula: C2H7NOS
Method: DFT, ωB97M-V with the def2-TZVPD basis set

Last columns: bonded neighbours and bond lengths (Å).
Geometry (Å):
1 N -0.58 0.43 1.68  C2 1.379, H4 1.055, H5 0.999
2 C -1.45 -0.59 1.38  N1 1.379, O3 1.193, H6 1.106
3 O -1.98 -1.42 2.06  C2 1.193
4 H -0.57 1.29 1.07  N1 1.055
5 H 0.00 0.40 2.50  N1 0.999
6 H -1.48 -0.58 0.27  C2 1.106
7 C 0.92 0.21 -1.95  S8 1.878, H9 1.127, H10 1.109, H11 1.091
8 S 1.92 -0.04 -0.38  C7 1.878, H12 1.442
9 H 1.58 0.61 -2.77  C7 1.127
10 H 0.45 -0.64 -2.50  C7 1.109
11 H 0.20 1.03 -1.86  C7 1.091
12 H 0.98 -0.70 0.49  S8 1.442

Calculated values
HOMO level = -9.3 eV
Gap between HOMO and LUMO = 9.92 eV
ΔE to the lowest compared entry with this formula, charge and spin = 125.8 kJ/mol
E_tot = -16559.468 eV

=====

2.
Molecular formula: C2H7NOS
Method: DFT, ωB97M-V with the def2-TZVPD basis set

Last columns: bonded neighbours and bond lengths (Å).
Geometry (Å):
1 N -0.46 -0.99 3.43  C2 1.380, H4 1.007, H5 1.016
2 C 0.37 0.01 2.95  N1 1.380, O3 1.194, H6 1.106
3 O 0.21 1.15 2.63  C2 1.194
4 H -0.06 -1.71 4.01  N1 1.007
5 H -1.35 -0.60 3.72  N1 1.016
6 H 1.35 -0.48 2.82  C2 1.106
7 C 0.26 0.01 -3.37  S8 1.803, H9 1.095, H10 1.082, H11 1.086
8 S -1.18 1.08 -3.51  C7 1.803, H12 1.302
9 H 0.19 -0.76 -2.59  C7 1.095
10 H 0.46 -0.47 -4.32  C7 1.082
11 H 1.01 0.69 -2.97  C7 1.086
12 H -0.79 2.08 -2.79  S8 1.302

Calculated values
HOMO level = -8.9 eV
Gap between HOMO and LUMO = 9.71 eV
ΔE to the lowest compared entry with this formula, charge and spin = 81.4 kJ/mol
E_tot = -16559.928 eV

=====

3.
Molecular formula: C2H7NOS2
Method: DFT, ωB97M-V with the def2-TZVPD basis set

Last columns: bonded neighbours and bond lengths (Å).
Geometry (Å):
1 C -0.70 -2.43 0.01  C2 1.518, H7 1.098, H8 1.148, H9 1.003
2 C -0.95 -0.95 -0.20  C1 1.518, O3 1.433, H10 1.112, H11 1.112
3 O 0.14 -0.15 -0.67  C2 1.433, S4 1.658
4 S -0.26 1.41 -1.08  O3 1.658, S5 2.325
5 S 0.30 2.53 0.88  S4 2.325, N6 1.740
6 N 1.96 3.02 0.69  S5 1.740, H12 1.013, H13 0.997
7 H -1.46 -2.98 0.60  C1 1.098
8 H -0.63 -2.78 -1.08  C1 1.148
9 H 0.18 -2.58 0.46  C1 1.003
10 H -1.24 -0.60 0.82  C2 1.112
11 H -1.81 -0.73 -0.87  C2 1.112
12 H 2.13 3.95 0.32  N6 1.013
13 H 2.34 2.31 0.10  N6 0.997

Calculated values
HOMO level = -8.9 eV
Gap between HOMO and LUMO = 8.93 eV
ΔE to the lowest compared entry with this formula, charge and spin = 217.9 kJ/mol
E_tot = -27393.731 eV

=====

4.
Molecular formula: C2H7NOSi
Method: DFT, ωB97M-V with the def2-TZVPD basis set

Last columns: bonded neighbours and bond lengths (Å).
Geometry (Å):
1 H 0.47 2.19 1.99  N2 1.022
2 N 0.21 1.52 1.27  H1 1.022, Si3 1.650
3 Si 0.95 1.26 -0.18  N2 1.650, C4 1.882, H6 1.454
4 C 0.43 -0.35 -0.99  Si3 1.882, C5 1.398, H7 1.066
5 C 0.76 -0.77 -2.29  C4 1.398, H8 1.121, H9 1.058
6 H 1.86 2.06 -0.99  Si3 1.454
7 H -0.47 -0.72 -0.55  C4 1.066
8 H 0.19 -1.60 -2.77  C5 1.121
9 H 1.49 -0.44 -2.98  C5 1.058
10 O -2.04 -0.69 2.53  H11 0.986, H12 0.954
11 H -2.34 -1.48 2.02  O10 0.986
12 H -1.17 -0.37 2.30  O10 0.954

Calculated values
HOMO level = -9.5 eV
Gap between HOMO and LUMO = 9.17 eV
ΔE to the lowest compared entry with this formula, charge and spin = 281.4 kJ/mol
E_tot = -13600.540 eV

=====

5.
Molecular formula: C2H7NOSi
Method: DFT, ωB97M-V with the def2-TZVPD basis set

Last columns: bonded neighbours and bond lengths (Å).
Geometry (Å):
1 C 0.54 -0.87 -0.06  C2 1.475, N3 1.272, H6 1.053
2 C 1.82 -1.02 -0.77  C1 1.475, H7 1.080, H8 1.104, H9 1.162
3 N -0.28 0.00 -0.49  C1 1.272, Si5 1.689
4 O -1.77 0.41 1.66  Si5 1.624, H10 0.979
5 Si -1.46 1.01 0.18  N3 1.689, O4 1.624, H12 1.426
6 H 0.30 -1.63 0.62  C1 1.053
7 H 2.26 -0.18 -1.28  C2 1.080
8 H 2.66 -1.63 -0.37  C2 1.104
9 H 1.25 -1.60 -1.60  C2 1.162
10 H -2.32 0.96 2.25  O4 0.979
11 H -0.57 3.08 0.63  no bonds
12 H -2.43 1.46 -0.76  Si5 1.426

Calculated values
HOMO level = -8.4 eV
Gap between HOMO and LUMO = 8.69 eV
ΔE to the lowest compared entry with this formula, charge and spin = 262.0 kJ/mol
E_tot = -13600.741 eV

=====

6.
Molecular formula: C2H7NP
Method: DFT, ωB97M-V with the def2-TZVPD basis set

Last columns: bonded neighbours and bond lengths (Å).
Geometry (Å):
1 P -2.00 0.02 0.20  C2 1.831, H5 1.507, H6 1.451
2 C -0.31 0.40 -0.38  P1 1.831, C3 1.854, N4 1.480, H7 1.140
3 C 1.13 -0.59 0.23  C2 1.854, N4 1.482, H8 1.058, H9 1.082
4 N 0.74 0.80 0.58  C2 1.480, C3 1.482, H10 1.015, H11 1.010
5 H -1.27 -0.91 1.13  P1 1.507
6 H -2.25 -0.86 -0.92  P1 1.451
7 H -0.03 0.65 -1.46  C2 1.140
8 H 1.02 -1.39 0.92  C3 1.058
9 H 2.08 -0.62 -0.30  C3 1.082
10 H 0.35 1.09 1.47  N4 1.015
11 H 1.33 1.43 0.05  N4 1.010

Calculated values
HOMO level = -14.2 eV
Gap between HOMO and LUMO = 10.19 eV
ΔE to the lowest compared entry with this formula, charge and spin = 160.3 kJ/mol
Net charge = +1
E_tot = -12956.077 eV

=====

7.
Molecular formula: C2H7NS
Method: DFT, ωB97M-V with the def2-TZVPD basis set

Last columns: bonded neighbours and bond lengths (Å).
Geometry (Å):
1 C 1.02 0.52 -1.39  C2 1.349, H4 1.076, H5 1.120
2 C 2.24 0.74 -0.88  C1 1.349, N3 1.507, H6 1.032
3 N 2.48 1.33 0.49  C2 1.507, H7 1.057, H8 0.982
4 H 0.89 0.33 -2.45  C1 1.076
5 H 0.16 0.21 -0.74  C1 1.120
6 H 3.17 0.46 -1.25  C2 1.032
7 H 1.54 1.65 0.84  N3 1.057
8 H 2.81 2.17 0.11  N3 0.982
9 S -2.51 -1.20 0.66  H10 1.378, H11 1.364
10 H -2.93 -2.23 1.48  S9 1.378
11 H -2.38 -0.27 1.65  S9 1.364

Calculated values
HOMO level = -8.9 eV
Gap between HOMO and LUMO = 9.64 eV
ΔE to the lowest compared entry with this formula, charge and spin = 168.8 kJ/mol
E_tot = -14510.912 eV

=====

8.
Molecular formula: C2H7NS
Method: DFT, ωB97M-V with the def2-TZVPD basis set

Last columns: bonded neighbours and bond lengths (Å).
Geometry (Å):
1 C 0.93 0.75 -0.05  C2 1.529, H5 1.029, H6 1.143, H7 1.060
2 C 0.29 -0.44 0.66  C1 1.529, N3 1.432, H8 1.083, H9 1.160
3 N -0.92 -0.87 0.04  C2 1.432, S4 1.640
4 S -2.20 0.14 -0.10  N3 1.640, H11 1.271
5 H 0.47 1.64 0.19  C1 1.029
6 H 1.98 1.14 0.19  C1 1.143
7 H 1.00 0.71 -1.10  C1 1.060
8 H 1.03 -1.23 0.62  C2 1.083
9 H -0.02 -0.28 1.77  C2 1.160
10 H 0.44 -0.76 -1.85  no bonds
11 H -3.00 -0.81 -0.38  S4 1.271

Calculated values
HOMO level (spin up / spin down) = -8.3 / -9.3 eV
Gap between HOMO and LUMO (spin up / spin down) = 8.02 / 9.01 eV
ΔE to the lowest compared entry with this formula, charge and spin = 497.3 kJ/mol
E_tot = -14507.507 eV

=====

9.
Molecular formula: C2H7NS
Method: DFT, ωB97M-V with the def2-TZVPD basis set

Last columns: bonded neighbours and bond lengths (Å).
Geometry (Å):
1 C -1.21 0.66 0.71  N2 1.252, H4 1.084, H5 1.089
2 N -0.62 0.98 -0.35  C1 1.252, C3 1.453
3 C -0.61 0.11 -1.51  N2 1.453, H6 1.106, H7 1.078, H8 1.042
4 H -1.04 1.11 1.69  C1 1.084
5 H -1.79 -0.25 0.80  C1 1.089
6 H -0.83 -0.92 -1.16  C3 1.106
7 H -1.22 0.38 -2.36  C3 1.078
8 H 0.39 0.09 -1.80  C3 1.042
9 S 2.52 -0.51 0.76  H10 1.329, H11 1.336
10 H 2.62 -0.09 2.02  S9 1.329
11 H 1.80 -1.55 1.20  S9 1.336

Calculated values
HOMO level = -9.2 eV
Gap between HOMO and LUMO = 10.09 eV
ΔE to the lowest compared entry with this formula, charge and spin = 122.5 kJ/mol
E_tot = -14511.391 eV

=====

10.
Molecular formula: C2H7NS
Method: DFT, ωB97M-V with the def2-TZVPD basis set

Last columns: bonded neighbours and bond lengths (Å).
Geometry (Å):
1 C 0.78 -0.11 0.34  C2 1.528, N4 1.516, H5 1.132, H6 1.097
2 C -0.65 -0.50 -0.01  C1 1.528, S3 1.842, H7 1.139, H8 1.118
3 S -1.61 1.05 0.25  C2 1.842
4 N 1.44 1.00 -0.45  C1 1.516, H10 0.973, H11 0.970
5 H 1.40 -1.06 0.31  C1 1.132
6 H 0.71 0.22 1.39  C1 1.097
7 H -0.88 -1.25 0.82  C2 1.139
8 H -0.72 -1.00 -1.01  C2 1.118
9 H -2.60 -0.77 0.16  no bonds
10 H 1.39 0.76 -1.39  N4 0.973
11 H 0.73 1.67 -0.42  N4 0.970

Calculated values
HOMO level = -9.3 eV
Gap between HOMO and LUMO = 7.59 eV
ΔE to the lowest compared entry with this formula, charge and spin = 378.6 kJ/mol
E_tot = -14508.736 eV

=====

Which of these has the highest ΔE to the lowest compared entry with this formula, charge and spin? number 8